(1)
Entry from the Open Molecules 2025 dataset: a 2-piece molecular cluster, C2H6I4OSi2 overall at a distorted geometry (ωB97M-V with the def2-TZVPD basis set).

The max |F| comes out at 3.35 eV/Å. The LUMO energy is -0.580 eV. Its structure (SMILES) is C[Si](I)(I)I.C[Si](=O)I.

ORCA input file:
```
! RIJCOSX wB97M-V def2-TZVPD def2/J DEFGRID3
* xyz 0 1
C 1.412 1.909 -1.943
Si 2.403 1.084 -0.490
I 4.674 0.271 -1.174
I 1.263 -0.991 0.199
I 2.749 2.648 1.377
H 1.880 2.824 -2.172
H 1.317 1.303 -2.779
H 0.505 2.194 -1.447
C -2.277 -1.944 2.056
Si -2.246 -0.860 0.472
O -2.059 0.568 0.091
I -2.786 -2.377 -1.361
H -2.935 -2.878 2.079
H -1.368 -2.478 2.156
H -2.531 -1.275 2.936
*
```



(2)
Entry from the Open Molecules 2025 dataset: a 2-piece molecular cluster, C5H13N2 overall at a distorted geometry (ωB97M-V with the def2-TZVPD basis set).

The energy above the lowest of the compared OMol25 structures with the same formula, charge and spin is 3.321 eV. The max |F| comes out at 3.73 eV/Å. The LUMO energy is -3.632 eV.

ORCA input file:
```
! RIJCOSX wB97M-V def2-TZVPD def2/J DEFGRID3
* xyz 1 1
C 1.770 -0.018 0.894
C 1.209 1.087 0.153
C 0.608 -0.294 -0.011
C 0.813 -0.936 -1.415
C -0.526 -0.493 0.781
N -1.403 -1.432 0.423
N -1.806 1.360 -0.048
H 2.590 -0.504 0.394
H 1.713 -0.074 2.047
H 0.569 1.781 0.693
H 1.808 1.698 -0.698
H -0.151 -1.180 -1.890
H 1.564 -1.815 -1.438
H 1.269 -0.060 -2.094
H -0.462 -0.051 1.847
H -2.222 -1.801 0.937
H -1.146 -2.019 -0.383
H -1.424 2.062 -0.710
H -2.186 1.837 0.800
H -2.587 0.851 -0.284
*
```



(3)
Entry from the Open Molecules 2025 dataset: C19H19BrInPS2 as an isolated structure (ωB97M-V with the def2-TZVPD basis set).

The energy above the lowest of the compared OMol25 structures with the same formula, charge and spin is 0.000 eV. The max |F| comes out at 0.71 eV/Å. The LUMO energy is 0.223 eV.

ORCA input file:
```
! RIJCOSX wB97M-V def2-TZVPD def2/J DEFGRID3
* xyz 0 1
In -0.182 0.322 0.448
S -1.733 -1.475 0.754
C -3.226 -0.524 0.577
C -4.417 -1.256 0.601
C -5.649 -0.642 0.479
C -5.712 0.736 0.321
C -4.545 1.474 0.290
C -3.290 0.870 0.419
S -1.899 1.977 0.370
H -4.360 -2.331 0.720
H -6.552 -1.238 0.507
H -6.668 1.234 0.225
H -4.593 2.548 0.163
Br 0.184 0.585 3.430
C 2.058 0.407 3.222
C 2.784 0.371 4.375
C 4.188 0.266 4.325
C 4.811 0.219 3.118
C 4.067 0.262 1.912
C 4.767 0.232 0.679
C 4.087 0.270 -0.495
C 2.676 0.321 -0.478
C 1.930 0.348 0.674
C 2.647 0.339 1.921
H 2.280 0.431 5.330
H 4.757 0.232 5.245
H 5.889 0.149 3.052
H 5.848 0.184 0.699
H 4.615 0.254 -1.440
H 2.170 0.341 -1.436
C 0.462 0.548 -3.799
P -0.314 -0.203 -2.328
C -2.084 -0.114 -2.736
C 0.062 -1.972 -2.565
H 0.126 0.035 -4.702
H 1.548 0.480 -3.737
H 0.191 1.602 -3.869
H -2.268 -0.533 -3.728
H -2.414 0.925 -2.718
H -2.664 -0.664 -1.995
H -0.350 -2.337 -3.509
H -0.366 -2.552 -1.748
H 1.143 -2.121 -2.572
*
```



(4)
Entry from the Open Molecules 2025 dataset: one molecule with the formula C5H7N at a distorted geometry (ωB97M-V with the def2-TZVPD basis set).

The energy above the lowest of the compared OMol25 structures with the same formula, charge and spin is 3.273 eV. The max |F| comes out at 1.32 eV/Å. The LUMO energy is 1.106 eV. Its structure (SMILES) is C#C[C@@H]1N[C@@H]1C.

ORCA input file:
```
! RIJCOSX wB97M-V def2-TZVPD def2/J DEFGRID3
* xyz 0 1
C 2.730 -0.265 0.073
C 1.678 0.227 -0.254
C 0.415 0.747 -0.750
N -0.486 1.487 0.130
C -0.935 0.181 -0.369
C -1.392 -0.971 0.513
H 3.644 -0.733 0.373
H 0.512 1.242 -1.715
H 0.058 1.568 0.988
H -1.622 0.291 -1.215
H -0.745 -1.052 1.385
H -2.425 -0.792 0.866
H -1.432 -1.929 -0.025
*
```



(5)
Entry from the Open Molecules 2025 dataset: a 2-piece molecular cluster, C9H8F2O overall at a distorted geometry (ωB97M-V with the def2-TZVPD basis set).

The max |F| comes out at 4.54 eV/Å. The LUMO energy (alpha / beta) is 0.284 / -0.868 eV.

ORCA input file:
```
! RIJCOSX wB97M-V def2-TZVPD def2/J DEFGRID3
* xyz 0 3
C 2.188 1.791 -0.447
C 1.574 1.863 0.766
C 1.613 1.005 -1.535
C 0.456 1.073 0.971
C 0.573 0.159 -1.245
C -0.035 0.270 -0.009
C -1.146 -0.493 0.552
C -3.085 1.556 0.736
C -2.465 -2.274 1.269
O -1.308 -1.768 0.512
F -3.323 1.258 -0.544
F -2.388 2.687 0.761
H 3.000 2.568 -0.536
H 1.770 2.609 1.523
H 1.995 0.859 -2.515
H -0.264 1.109 1.829
H 0.442 -0.575 -2.063
H -2.641 -1.651 2.070
H -2.202 -3.302 1.564
H -3.425 -2.313 0.528
*
```



(6)
Entry from the Open Molecules 2025 dataset: one molecule with the formula C5H9N at a distorted geometry (ωB97M-V with the def2-TZVPD basis set).

The energy above the lowest of the compared OMol25 structures with the same formula, charge and spin is 1.484 eV. The max |F| comes out at 2.61 eV/Å. The LUMO energy is 1.027 eV. Its structure (SMILES) is C=C(N)/C=C/C.

ORCA input file:
```
! RIJCOSX wB97M-V def2-TZVPD def2/J DEFGRID3
* xyz 0 1
C 2.399 -0.069 0.453
C 1.231 -0.433 -0.074
N 1.175 -1.490 -1.017
C 0.024 0.338 0.258
C -1.211 0.122 -0.183
C -2.371 0.768 0.487
H 3.373 -0.549 0.348
H 2.620 0.878 0.904
H 0.256 -1.584 -1.413
H 1.976 -1.536 -1.618
H 0.272 1.236 0.810
H -1.533 -0.634 -0.903
H -2.500 0.528 1.535
H -3.384 0.563 0.033
H -2.329 1.863 0.378
*
```



(7)
Entry from the Open Molecules 2025 dataset: C12H36InO16P4 as an isolated structure at a distorted geometry (ωB97M-V with the def2-TZVPD basis set).

The energy above the lowest of the compared OMol25 structures with the same formula, charge and spin is 5.069 eV. The max |F| comes out at 4.49 eV/Å. The LUMO energy is -15.089 eV.

ORCA input file:
```
! RIJCOSX wB97M-V def2-TZVPD def2/J DEFGRID3
* xyz 3 1
In 1.210 -0.810 0.655
C -1.390 -2.119 7.070
O -1.365 -0.683 7.223
P -1.779 0.329 6.022
O -1.189 -0.070 4.675
O -1.490 1.840 6.633
C -2.338 2.939 6.180
O -3.404 0.165 6.122
C -4.227 0.595 5.101
H -0.502 -2.539 7.542
H -1.369 -2.338 6.003
H -2.294 -2.435 7.591
H -2.999 3.190 7.009
H -3.004 2.754 5.336
H -1.750 3.819 5.918
H -4.929 -0.201 4.850
H -3.624 0.940 4.262
H -4.936 1.404 5.278
C 1.609 6.777 2.384
O 1.610 6.003 3.575
P 2.512 4.658 3.677
O 2.078 3.512 2.799
O 2.533 4.383 5.284
C 2.777 5.456 6.074
O 4.037 5.077 3.350
C 5.045 4.165 3.726
H 2.064 6.224 1.562
H 2.206 7.676 2.540
H 0.599 7.128 2.172
H 2.008 6.224 5.997
H 3.747 5.924 5.909
H 2.926 5.176 7.117
H 5.548 3.838 2.816
H 4.680 3.356 4.358
H 5.687 4.756 4.379
C 2.803 -1.911 -7.916
O 2.694 -1.914 -6.472
P 1.915 -0.708 -5.757
O 1.809 -0.815 -4.249
O 2.560 0.659 -6.383
C 3.920 0.988 -6.150
O 0.510 -0.759 -6.556
C -0.651 0.052 -6.169
H 3.798 -2.032 -8.346
H 2.356 -1.014 -8.344
H 2.250 -2.764 -8.310
H 4.153 1.700 -5.358
H 4.387 1.313 -7.079
H 4.399 0.031 -5.941
H -0.515 0.706 -5.308
H -1.578 -0.510 -6.049
H -0.857 0.785 -6.949
C -4.569 -3.704 -2.867
O -3.418 -3.864 -3.636
P -2.080 -4.605 -3.130
O -1.335 -3.865 -2.117
O -2.619 -6.083 -2.663
C -3.372 -6.909 -3.594
O -1.230 -4.896 -4.485
C -0.202 -5.914 -4.448
H -4.631 -4.342 -1.986
H -5.438 -3.941 -3.481
H -4.531 -2.691 -2.467
H -3.240 -7.977 -3.418
H -3.123 -6.680 -4.630
H -4.434 -6.750 -3.407
H 0.723 -5.646 -4.958
H -0.665 -6.660 -5.093
H -0.076 -6.395 -3.478
*
```



no.,electronic energy (eV)
1,-52381.093
2,-8367.489
3,-126188.873
4,-6785.239
5,-16937.347
6,-6819.511
7,-88089.886